[1]
55
Properties=species:S:1:pos:R:3:forces:R:3:mulliken_charge:R:1 method="wB97M-V/def2-TZVPD" max_force_ha_per_bohr=0.26728 lumo_energy_ha=0.01887 total_charge=0 gap_ha=0.3140 smiles="COc1ccc(C(=O)NCC(C)(C)SCc2c(C)cc(C)cc2C)cc1"
C -5.678 -2.468 1.745 5.106 -0.347 -2.358 -0.802
O -5.480 -1.858 0.328 -8.649 -7.768 4.330 -0.454
C -4.599 -1.092 0.044 0.515 3.171 -7.429 0.279
C -3.682 -0.776 0.827 5.584 1.893 8.574 -0.335
C -2.806 0.231 0.632 3.324 1.530 1.365 0.350
C -2.801 0.662 -0.560 1.113 6.386 -12.119 0.688
C -1.787 1.833 -1.340 3.268 -3.243 1.213 0.395
O -1.338 1.590 -2.523 -2.294 2.331 5.242 -0.605
N -1.100 2.634 -0.266 -3.303 -5.776 -9.599 0.141
C -0.161 3.466 -0.506 7.244 4.463 -5.383 -0.901
C 1.192 3.246 0.212 1.067 2.900 -2.869 0.901
C 2.290 4.531 -0.327 -5.624 -1.477 1.443 -1.357
C 1.020 3.411 1.697 -3.377 -1.085 -1.619 -1.902
S 2.104 1.571 -0.440 3.162 7.555 -2.419 0.008
C 1.255 0.529 0.372 -5.216 -7.998 4.930 1.378
C 1.810 -0.953 0.141 0.713 -0.179 -1.848 -0.133
C 3.018 -1.450 0.690 -2.441 7.643 4.989 0.585
C 3.597 -0.544 1.806 2.313 2.799 0.717 -1.306
C 3.679 -2.480 0.392 -0.302 -6.562 -5.646 -1.567
C 3.117 -3.348 -0.769 -1.158 11.206 6.492 0.651
C 3.715 -4.477 -0.919 6.392 -11.657 -1.163 -1.270
C 2.031 -2.784 -1.375 1.883 -8.864 -2.935 -0.856
C 1.419 -1.741 -0.940 -5.737 7.021 0.039 1.652
C 0.069 -1.229 -1.866 4.443 -6.198 1.267 -1.919
C -3.673 0.326 -1.760 -1.481 -2.908 7.093 -1.342
C -4.667 -0.571 -1.343 4.699 2.153 2.409 -0.877
H -6.423 -3.160 1.644 -2.086 -1.353 -0.529 0.307
H -5.845 -1.762 2.495 -0.368 1.497 0.779 0.357
H -4.708 -3.089 2.052 -1.832 1.496 -0.868 0.268
H -3.511 -0.889 1.900 -1.493 -1.860 0.046 0.342
H -1.991 0.677 1.257 -1.146 -1.065 0.287 0.206
H -1.521 2.562 0.496 -4.646 -0.523 8.199 0.043
H 0.129 3.226 -1.651 -0.639 1.017 2.122 0.319
H -0.428 4.564 -0.485 0.258 -0.727 0.290 0.311
H 1.740 5.439 0.129 0.658 -0.988 -1.589 0.323
H 2.315 4.404 -1.426 0.800 0.576 0.904 0.435
H 3.022 4.392 0.396 2.460 -0.403 0.098 0.468
H 0.558 4.307 2.132 0.160 -0.021 -0.770 0.277
H 1.975 3.312 1.902 4.507 -0.581 2.841 0.658
H 0.423 2.537 1.947 0.095 -0.092 0.989 0.370
H 0.210 0.476 -0.024 0.590 -0.086 0.631 -0.931
H 1.154 0.607 1.527 0.374 0.283 -1.722 0.329
H 3.006 -0.232 2.703 -0.461 -0.607 -1.021 0.269
H 3.823 0.545 1.274 -0.217 -2.739 1.424 0.182
H 4.580 -0.869 2.395 -1.752 0.255 -1.946 0.288
H 4.518 -2.788 0.921 1.411 -0.624 0.701 0.496
H 4.420 -5.114 0.004 -2.232 2.584 -2.272 0.247
H 2.976 -5.254 -1.164 0.346 -0.234 -0.370 0.377
H 4.477 -4.460 -1.759 -0.755 -0.200 0.634 0.241
H 1.577 -3.645 -2.100 0.515 2.682 1.052 -0.010
H 0.440 -0.348 -2.204 -0.204 2.884 -1.182 0.596
H -0.639 -1.420 -1.128 -2.046 0.728 0.571 0.421
H 0.147 -2.115 -2.590 -0.877 1.851 0.481 0.231
H -3.660 0.854 -2.639 0.418 0.813 -1.973 0.571
H -5.309 -1.015 -1.954 -3.078 -1.555 -2.521 0.609



[2]
56
Properties=species:S:1:pos:R:3:forces:R:3:mulliken_charge:R:1 method="wB97M-V/def2-TZVPD" max_force_ha_per_bohr=0.05215 lumo_energy_ha=-0.01092 total_charge=0 gap_ha=0.1964
C -0.318 -0.605 2.479 -0.315 -0.251 -0.678 -0.703
C -1.608 -0.249 1.987 0.342 -0.505 -0.450 -0.748
C -1.987 -1.209 1.000 0.835 -0.010 0.449 -0.471
H -2.211 0.600 2.308 0.100 -0.187 0.029 0.526
C -0.930 -2.165 0.890 -0.071 0.730 0.212 -0.752
C 0.102 -1.789 1.802 -0.588 0.477 -0.305 -0.777
H 1.037 -2.321 1.956 -0.147 0.033 0.073 0.514
H 0.237 -0.066 3.242 -0.072 -0.144 -0.035 0.473
H -2.920 -1.225 0.442 0.099 -0.096 0.202 0.646
H -0.933 -3.033 0.229 0.008 0.140 0.242 0.577
Be -0.368 0.889 -2.165 -1.543 0.195 -0.141 -0.342
C -2.190 0.585 -1.874 -0.170 -0.518 1.670 -0.139
H -2.605 -0.421 -2.178 0.252 0.951 0.425 0.045
H -2.910 1.431 -2.112 0.963 -1.148 0.304 -0.325
H -2.492 0.509 -0.794 0.821 0.026 -0.430 0.510
Si -2.244 0.822 -3.929 -1.024 0.085 -2.477 1.174
C -3.446 2.346 -4.020 0.718 0.173 0.579 -0.388
C -4.434 2.510 -3.010 0.131 0.321 -0.243 0.472
H -4.542 1.771 -2.191 -0.104 0.546 -0.678 0.492
C -5.291 3.614 -3.015 0.078 -0.409 -0.205 -0.833
H -6.056 3.691 -2.235 0.300 0.095 -0.337 0.366
C -5.204 4.556 -4.048 0.027 -0.407 -0.056 -0.437
H -5.938 5.363 -4.095 0.365 -0.101 0.011 0.374
C -4.244 4.395 -5.050 -0.039 -0.284 -0.027 -0.526
H -4.215 5.092 -5.884 0.059 -0.013 0.198 0.375
C -3.354 3.305 -5.037 -0.557 0.113 0.392 -0.474
H -2.613 3.188 -5.829 -0.217 0.062 0.221 0.355
C -3.487 -0.613 -4.295 0.302 -0.347 0.812 0.338
C -4.779 -0.336 -4.777 0.002 -0.507 0.132 -0.452
H -5.042 0.676 -5.095 0.055 -0.354 0.185 0.324
C -5.740 -1.358 -4.865 0.618 -0.011 -0.149 -0.561
H -6.706 -1.141 -5.321 0.136 -0.066 0.320 0.366
C -5.416 -2.662 -4.471 0.065 -0.091 -0.366 -0.459
H -6.155 -3.470 -4.589 0.377 0.476 0.192 0.328
C -4.113 -2.969 -4.064 0.568 0.352 -0.316 -0.579
H -3.812 -4.011 -3.885 -0.262 0.532 0.075 0.354
C -3.139 -1.947 -3.993 -0.866 -0.278 -0.169 -0.083
H -2.103 -2.210 -3.718 -0.579 0.137 0.018 0.305
H -0.661 0.927 -3.785 0.646 0.806 1.416 -0.209
H -1.566 0.689 -5.255 -0.586 0.399 -0.910 -0.437
C 0.401 2.279 0.210 0.451 0.055 0.004 -0.799
O 0.373 2.148 -1.265 2.368 0.873 -0.429 -0.077
C 1.821 2.371 -1.797 -1.856 0.080 0.494 -0.391
C 2.236 1.020 -2.376 -0.193 -0.661 0.027 -0.476
O 1.056 0.065 -2.414 1.684 0.538 0.585 -0.096
C 1.368 -1.184 -1.699 0.794 -0.150 0.383 -0.761
H 0.939 3.212 0.435 -0.392 -0.192 -0.126 0.391
H -0.620 2.333 0.577 0.056 -0.306 -0.126 0.232
H 0.967 1.444 0.666 -0.640 0.145 -0.271 0.366
H 2.495 2.631 -0.946 -0.857 -0.064 -0.635 0.384
H 1.812 3.202 -2.550 -0.321 -0.848 0.787 0.311
H 2.633 1.171 -3.392 -0.338 -0.522 0.330 0.307
H 3.028 0.621 -1.709 -0.693 -0.287 -0.624 0.448
H 2.267 -1.591 -2.186 -0.447 -0.068 0.071 0.385
H 1.607 -0.992 -0.630 -0.493 0.018 -0.595 0.380
H 0.519 -1.875 -1.762 0.151 0.463 -0.059 0.179



[3]
63
Properties=species:S:1:pos:R:3:forces:R:3:lowdin_spin:R:1 method="wB97M-V/def2-TZVPD" max_force_ha_per_bohr=0.07236 lumo_energy_ha="-0.01011 / -0.01164" total_charge=0 spin_multiplicity=4 gap_ha="0.2410 / 0.2527"
V 4.582 4.783 13.763 -0.214 1.737 -0.496 2.748
O 7.717 1.972 12.602 -0.779 0.700 -0.286 0.005
C 7.184 2.887 13.416 -1.527 2.367 -0.884 0.014
O 6.429 3.819 12.990 2.056 -2.991 0.819 0.032
C 7.596 2.716 14.885 -1.816 1.575 -1.464 0.002
O 6.642 1.943 15.557 1.269 -0.001 1.852 0.002
C 5.450 1.206 15.335 -0.591 -0.426 -0.246 0.002
C 4.143 2.019 15.152 -0.268 1.107 -0.417 0.010
O 4.401 3.267 14.942 0.043 -0.587 0.437 0.059
O 3.019 1.540 15.223 1.242 -0.416 0.006 0.009
H 7.352 2.117 11.698 0.298 -0.053 0.601 0.000
H 7.579 3.782 15.294 0.051 -1.380 -0.261 0.001
H 8.634 2.363 14.844 -0.362 -0.581 0.648 0.000
H 5.274 0.652 16.275 0.452 0.006 -0.500 0.001
H 5.571 0.497 14.507 -0.137 0.008 0.097 0.000
Cl 0.253 7.269 14.405 -0.244 0.988 0.637 0.003
C 0.545 6.100 13.236 2.159 -1.625 -0.921 0.007
C -0.460 5.578 12.445 -0.147 -1.168 -0.310 -0.004
C -0.221 4.440 11.669 0.228 1.154 0.135 0.009
Cl -1.597 3.793 10.856 -0.239 -0.372 -0.438 0.002
C 1.080 3.883 11.479 -0.944 0.011 0.157 0.000
C 1.346 2.798 10.584 1.940 0.429 0.534 0.024
C 2.678 2.356 10.550 -0.569 0.276 0.008 -0.004
C 3.674 2.987 11.343 -0.575 1.024 0.324 0.027
N 3.440 4.027 12.150 -1.092 -1.177 -0.459 0.001
C 2.127 4.458 12.253 -0.086 -0.052 -0.672 0.009
C 1.866 5.554 13.138 -0.013 0.735 0.982 -0.001
O 2.847 6.011 13.874 0.272 -0.752 -0.396 0.012
H -1.458 6.009 12.509 0.179 -0.263 -0.063 0.000
H 0.558 2.437 9.924 0.299 -0.149 0.328 0.001
H 3.047 1.542 9.920 -0.496 0.263 0.073 -0.001
H 4.721 2.697 11.270 -0.244 -0.145 0.042 0.001
C 6.176 9.155 13.014 -0.690 -0.126 -0.641 0.000
C 5.496 8.777 14.327 0.310 0.974 0.806 -0.001
C 3.978 9.016 14.297 -0.494 -0.082 0.180 0.000
P 5.908 7.029 14.827 0.603 0.523 0.933 0.015
C 5.398 6.999 16.640 1.045 -0.937 -0.124 0.003
C 4.314 5.974 16.908 -0.807 0.221 0.345 0.004
C 5.126 8.323 17.331 0.291 -0.111 -0.986 0.001
C 7.810 6.976 15.032 -0.476 -0.284 -0.813 0.003
C 8.491 6.766 13.665 0.345 -0.076 -0.103 0.001
C 8.540 8.056 15.845 -0.939 -0.184 -0.241 0.001
H 5.863 10.170 12.689 0.284 -0.515 0.255 0.000
H 5.863 8.453 12.204 0.252 0.423 0.467 0.000
H 7.254 9.103 13.112 0.069 0.232 -0.135 0.000
H 5.856 9.496 15.125 0.142 -1.022 -0.751 0.000
H 3.629 9.263 13.295 0.067 0.214 -0.050 0.000
H 3.674 9.805 15.007 0.183 -0.141 -0.515 0.000
H 3.395 8.141 14.562 -0.043 -0.285 0.109 0.000
H 6.318 6.573 17.111 -0.468 0.291 -0.217 0.000
H 3.364 6.162 16.397 0.096 0.267 0.070 0.001
H 4.132 5.934 17.984 -0.190 0.135 0.089 0.000
H 4.567 4.965 16.653 0.488 -0.588 -0.418 0.001
H 4.343 8.884 16.810 0.104 -0.017 0.412 0.000
H 6.048 8.895 17.369 -0.084 0.378 0.030 0.000
H 4.840 8.074 18.330 -0.394 0.177 0.777 0.000
H 7.970 6.013 15.541 -0.316 0.158 0.152 0.000
H 8.559 7.672 13.043 0.109 -0.248 0.425 0.000
H 7.980 6.021 13.038 0.103 0.059 0.334 0.001
H 9.514 6.407 13.884 -0.268 0.166 -0.399 0.000
H 8.570 8.997 15.281 0.053 -0.104 0.237 0.000
H 9.550 7.701 16.025 0.204 0.169 0.082 0.000
H 8.034 8.214 16.807 0.277 0.091 -0.179 0.000



[4]
59
Properties=species:S:1:pos:R:3:forces:R:3:mulliken_charge:R:1 method="wB97M-V/def2-TZVPD" max_force_ha_per_bohr=0.01571 lumo_energy_ha=0.02419 total_charge=0 gap_ha=0.3069 smiles="Cn1cc(CCC(=O)N2CCC[C@@H](N3CCN(c4ccccc4F)CC3)C2)cn1"
C 9.482 1.135 0.569 0.422 0.051 0.178 -0.846
N 8.160 1.005 0.030 -0.426 0.037 0.035 0.698
C 7.000 1.419 0.580 -0.267 -0.060 -0.207 -0.805
C 5.990 1.095 -0.302 0.110 0.127 0.169 0.455
C 4.524 1.316 -0.151 -0.057 -0.210 0.084 -0.624
C 3.800 0.002 0.158 -0.091 0.482 -0.046 -0.530
C 2.310 0.232 0.339 0.177 -0.252 0.048 0.627
O 1.810 1.341 0.307 0.057 0.405 -0.056 -0.696
N 1.564 -0.880 0.555 -0.325 -0.082 0.061 0.264
C 2.095 -2.229 0.538 0.378 -0.343 0.076 -0.667
C 1.023 -3.231 0.951 0.063 0.032 -0.204 -0.937
C -0.171 -3.171 0.000 0.123 0.125 0.082 -0.813
C -0.551 -1.713 -0.338 0.145 -0.061 0.217 0.052
N -1.993 -1.576 -0.442 -0.005 0.020 -0.142 0.186
C -2.719 -1.532 0.814 -0.248 -0.164 -0.036 -0.167
C -4.207 -1.739 0.505 0.140 -0.014 0.310 -1.794
N -4.716 -0.722 -0.385 -0.179 -0.295 -0.174 0.114
C -5.273 0.441 0.115 -0.268 0.296 0.061 0.717
C -5.213 0.804 1.467 0.075 -0.083 -0.125 -0.320
C -5.842 1.935 1.952 -0.088 0.136 0.070 -0.918
C -6.556 2.766 1.109 0.016 -0.020 0.049 -0.428
C -6.648 2.435 -0.232 0.094 -0.104 -0.052 -0.569
C -6.031 1.296 -0.701 -0.032 0.146 -0.054 0.536
F -6.206 1.004 -2.019 0.058 -0.088 0.240 -0.341
C -3.938 -0.703 -1.607 0.429 0.287 -0.252 -1.153
C -2.449 -0.498 -1.299 -0.249 -0.069 -0.170 -0.434
C 0.124 -0.750 0.655 -0.385 0.218 -0.237 -1.235
C 6.664 0.474 -1.368 0.005 0.159 0.317 -0.549
N 7.964 0.430 -1.151 0.531 -0.320 -0.518 -0.914
H 9.560 0.621 1.530 0.011 0.012 -0.067 0.308
H 10.173 0.684 -0.139 -0.057 0.034 0.056 0.291
H 9.741 2.186 0.708 0.004 -0.062 -0.025 0.311
H 6.971 1.911 1.532 0.000 0.116 0.210 0.465
H 4.110 1.736 -1.070 -0.033 0.081 0.114 0.351
H 4.333 2.026 0.654 -0.072 0.029 -0.114 0.356
H 4.207 -0.435 1.074 0.018 -0.095 -0.068 0.234
H 3.963 -0.710 -0.654 0.040 -0.102 0.076 0.283
H 2.452 -2.482 -0.470 0.044 -0.057 0.086 0.371
H 2.947 -2.299 1.223 -0.036 -0.041 -0.139 0.481
H 0.708 -3.018 1.974 0.020 -0.035 0.055 0.359
H 1.454 -4.233 0.943 0.034 0.031 0.081 0.440
H 0.070 -3.698 -0.924 -0.054 -0.060 -0.031 0.273
H -1.025 -3.680 0.446 -0.043 -0.020 -0.037 0.340
H -0.150 -1.473 -1.329 -0.014 0.021 0.092 0.281
H -2.368 -2.329 1.471 0.013 0.003 0.062 0.526
H -2.586 -0.565 1.329 0.024 -0.074 0.036 0.312
H -4.801 -1.770 1.418 -0.004 -0.020 -0.034 0.589
H -4.317 -2.699 -0.012 0.034 0.007 0.108 0.395
H -4.653 0.195 2.159 0.076 -0.078 0.012 0.238
H -5.761 2.171 3.003 0.011 0.011 0.084 0.383
H -7.040 3.653 1.485 -0.048 0.086 0.032 0.375
H -7.211 3.040 -0.925 -0.047 0.030 -0.101 0.425
H -4.279 0.080 -2.278 -0.057 -0.062 0.044 0.489
H -4.066 -1.671 -2.103 0.047 0.058 -0.043 0.339
H -1.885 -0.522 -2.233 0.031 0.028 0.005 0.504
H -2.311 0.493 -0.832 0.007 -0.006 -0.065 0.238
H -0.116 0.287 0.411 -0.029 -0.153 0.117 0.463
H -0.202 -0.953 1.680 -0.058 0.064 -0.040 0.163
H 6.253 0.070 -2.272 -0.060 -0.101 -0.233 0.510



Let's list relative energy (zero: lowest compared OMol25 entry of this formula, charge and spin) in order: 14.438; 2.966; 0.000; 0.657 eV.